# C7H7O4

A gas-phase ion, C7H7O4 (charge -1) at a distorted geometry (wB97M-V/def2-TZVPD, the Open Molecules 2025 dataset).

```
! RIJCOSX wB97M-V def2-TZVPD def2/J DEFGRID3
* xyz -1 1
C 2.608 0.253 -1.045
C 1.180 0.426 -0.645
C 0.322 -0.567 -0.766
O -0.134 -1.621 -1.022
C 0.695 1.691 -0.043
O 1.392 2.713 0.130
O -0.518 1.769 0.486
C -1.419 0.637 0.258
C -1.879 -0.036 1.547
C -2.068 0.755 -0.953
O -1.837 1.487 -1.913
H 2.787 1.009 -1.803
H 2.809 -0.723 -1.555
H 3.325 0.156 -0.227
H -1.350 0.454 2.231
H -1.555 -1.100 1.475
H -2.884 0.116 1.644
H -2.942 0.029 -1.145
*
```

Its HOMO-LUMO gap is 7.18 eV. As for the energy above the lowest of the compared OMol25 structures with the same formula, charge and spin: 0.123 eV. As for the LUMO energy: 3.698 eV. The SMILES is CC(=C=O)C(=O)O/C(C)=C\[O-].

# C7H8

A single C7H8 molecule (wB97M-V/def2-TZVPD, the Open Molecules 2025 dataset).

```
! RIJCOSX wB97M-V def2-TZVPD def2/J DEFGRID3
* xyz 0 1
C -1.812 -0.783 0.423
C -0.411 -0.244 0.317
C -0.087 1.132 -0.300
C 0.988 0.526 -1.162
C 1.310 1.115 0.236
C 1.048 -0.262 0.879
C 0.730 -0.829 -0.475
H -1.855 -1.849 0.660
H -2.428 -0.228 1.139
H -2.293 -0.657 -0.563
H -0.678 2.020 -0.488
H 1.130 0.715 -2.224
H 1.844 1.964 0.658
H 1.634 -0.755 1.655
H 0.879 -1.864 -0.758
*
```

Its HOMO-LUMO gap is 9.72 eV. As for the energy above the lowest of the compared OMol25 structures with the same formula, charge and spin: 5.086 eV. As for the LUMO energy: 1.233 eV. The SMILES is C[C@@]12[C@@H]3[C@H]4[C@@H]3[C@@H]1[C@H]42.

# C7H8

A single C7H8 molecule (wB97M-V/def2-TZVPD, the Open Molecules 2025 dataset).

```
! RIJCOSX wB97M-V def2-TZVPD def2/J DEFGRID3
* xyz 0 1
C -0.363 -1.812 -0.130
C -0.280 -0.371 0.402
C 0.523 0.463 -0.578
C 1.694 1.120 -0.268
C 2.703 1.937 -0.435
C -1.626 0.189 0.610
C -2.728 0.653 0.758
H -0.846 -1.828 -1.113
H 0.641 -2.234 -0.226
H -0.952 -2.438 0.548
H 0.246 -0.384 1.366
H 0.090 0.560 -1.576
H 0.928 1.520 0.525
H 3.671 1.555 -0.768
H -3.702 1.070 0.886
*
```

Its HOMO-LUMO gap is 7.92 eV. As for the energy above the lowest of the compared OMol25 structures with the same formula, charge and spin: 7.448 eV. As for the LUMO energy: -0.082 eV.

# C7H8

A single C7H8 molecule at a distorted geometry (wB97M-V/def2-TZVPD, the Open Molecules 2025 dataset).

```
! RIJCOSX wB97M-V def2-TZVPD def2/J DEFGRID3
* xyz 0 1
C 0.630 -2.361 0.272
C 0.670 -1.142 0.341
C 1.268 0.230 0.356
C 2.526 0.483 -0.053
C 0.116 1.065 0.291
C -1.012 0.238 0.384
C -2.218 0.447 -0.483
H 0.586 -3.421 0.197
H 3.300 -0.266 0.076
H 2.815 1.467 -0.403
H 0.127 2.034 -0.194
H -1.227 -0.253 1.333
H -2.881 -0.420 -0.419
H -2.786 1.328 -0.174
H -1.914 0.573 -1.526
*
```

Its HOMO-LUMO gap (alpha / beta) is 7.66 / 7.66 eV. As for the energy above the lowest of the compared OMol25 structures with the same formula, charge and spin: 5.483 eV. As for the LUMO energy (alpha / beta): 0.085 / 0.085 eV. The SMILES is C#CC(=C)/C=C/C.

# C7H8

A single C7H8 molecule (wB97M-V/def2-TZVPD, the Open Molecules 2025 dataset).

```
! RIJCOSX wB97M-V def2-TZVPD def2/J DEFGRID3
* xyz 0 1
C 2.157 -1.358 0.523
C 1.090 -1.687 0.067
C -0.255 -1.355 -0.420
C -0.616 0.009 0.257
C -1.674 0.822 -0.495
C 0.565 0.867 0.425
C 1.509 1.602 0.559
H 2.942 -0.732 0.894
H -1.022 -2.102 -0.185
H -0.236 -1.244 -1.511
H -0.988 -0.231 1.262
H -1.337 1.022 -1.518
H -2.638 0.308 -0.526
H -1.808 1.787 0.004
H 2.311 2.294 0.663
*
```

Its HOMO-LUMO gap is 10.44 eV. As for the energy above the lowest of the compared OMol25 structures with the same formula, charge and spin: 4.456 eV. As for the LUMO energy: 1.031 eV. The SMILES is C#CC[C@H](C)C#C.

# C7H8

A single C7H8 molecule at a distorted geometry (wB97M-V/def2-TZVPD, the Open Molecules 2025 dataset).

```
! RIJCOSX wB97M-V def2-TZVPD def2/J DEFGRID3
* xyz 0 1
C 2.939 0.756 -0.079
C 1.779 0.891 -0.363
C 0.353 1.026 -0.715
C -0.474 -0.113 -0.180
C -0.110 -1.528 -0.521
C -1.540 0.058 0.529
C -2.295 0.153 1.571
H 3.971 0.640 0.179
H 0.254 1.025 -1.803
H -0.023 1.992 -0.356
H 0.123 -1.576 -1.586
H 0.761 -1.861 0.043
H -0.950 -2.197 -0.311
H -1.397 0.515 2.081
H -3.393 0.219 1.510
*
```

Its HOMO-LUMO gap is 9.68 eV. As for the energy above the lowest of the compared OMol25 structures with the same formula, charge and spin: 4.886 eV. As for the LUMO energy: 0.889 eV. The SMILES is C#CCC(C)=C=C.

# C7H8

A single C7H8 molecule at a distorted geometry (wB97M-V/def2-TZVPD, the Open Molecules 2025 dataset).

```
! RIJCOSX wB97M-V def2-TZVPD def2/J DEFGRID3
* xyz 0 1
C 1.566 0.217 -1.540
C 0.446 0.090 -0.536
C 0.409 0.961 0.543
C -0.608 0.870 1.494
C -1.378 -0.273 1.543
C -1.154 -1.298 0.610
C -0.428 -1.004 -0.524
H 1.844 -0.603 -2.192
H 1.299 1.046 -2.197
H 2.438 0.569 -0.987
H 1.185 1.719 0.596
H -0.937 1.752 2.028
H -2.373 -0.234 1.967
H -1.795 -2.170 0.594
H -0.515 -1.642 -1.399
*
```

Its HOMO-LUMO gap is 9.92 eV. As for the energy above the lowest of the compared OMol25 structures with the same formula, charge and spin: 0.738 eV. As for the LUMO energy: 1.067 eV. The SMILES is Cc1ccccc1.

# C7H8

A single C7H8 molecule at a distorted geometry (wB97M-V/def2-TZVPD, the Open Molecules 2025 dataset).

```
! RIJCOSX wB97M-V def2-TZVPD def2/J DEFGRID3
* xyz 0 1
C 2.934 0.716 -0.071
C 1.776 0.861 -0.368
C 0.363 1.028 -0.745
C -0.476 -0.100 -0.219
C -0.161 -1.533 -0.513
C -1.498 0.087 0.550
C -2.236 0.157 1.609
H 3.962 0.588 0.190
H 0.275 1.056 -1.833
H -0.002 1.986 -0.353
H 0.140 -1.614 -1.559
H 0.646 -1.901 0.122
H -1.054 -2.147 -0.352
H -1.340 0.753 2.014
H -3.330 0.064 1.527
*
```

Its HOMO-LUMO gap is 9.36 eV. As for the energy above the lowest of the compared OMol25 structures with the same formula, charge and spin: 5.303 eV. As for the LUMO energy: 0.879 eV. The SMILES is C#CCC(C)=C=C.

# C7H8

A molecular structure, C7H8 (wB97M-V/def2-TZVPD, the Open Molecules 2025 dataset).

```
! RIJCOSX wB97M-V def2-TZVPD def2/J DEFGRID3
* xyz 0 1
C 0.459 1.008 -1.255
C 0.275 0.111 -0.022
C 0.761 0.798 1.264
C -1.134 -0.345 0.106
C -2.131 -1.062 0.162
C 0.797 -1.272 -0.199
C 0.811 -2.516 -0.306
H 0.093 0.506 -2.154
H 1.530 1.191 -1.381
H -0.050 1.971 -1.135
H 0.262 1.761 1.420
H 0.599 0.153 2.130
H 1.836 0.972 1.165
H -3.088 -1.536 0.233
H -1.019 -1.742 -0.028
*
```

Its HOMO-LUMO gap is 8.12 eV. As for the energy above the lowest of the compared OMol25 structures with the same formula, charge and spin: 8.241 eV. As for the LUMO energy: -0.383 eV.

# C7H8

A single C7H8 molecule at a distorted geometry (wB97M-V/def2-TZVPD, the Open Molecules 2025 dataset).

```
! RIJCOSX wB97M-V def2-TZVPD def2/J DEFGRID3
* xyz 0 3
C -1.972 -0.056 -0.090
C 1.215 -0.087 -0.198
C -2.620 0.721 -0.767
C 2.491 0.776 -0.124
C -1.101 -0.762 0.861
C 0.770 -1.361 -0.862
C 0.192 -0.602 0.299
H 2.185 1.814 0.255
H -3.169 1.400 -1.354
H 2.965 0.821 -1.285
H 3.317 0.372 0.423
H -1.159 -0.372 1.938
H -1.353 -1.896 0.897
H 0.466 -1.320 -1.926
H 1.238 -2.288 -0.525
*
```

Its HOMO-LUMO gap (alpha / beta) is 5.72 / 7.60 eV. As for the energy above the lowest of the compared OMol25 structures with the same formula, charge and spin: 5.292 eV. As for the LUMO energy (alpha / beta): 1.000 / -2.042 eV. As for the expectation value of S²: 2.008.

Number 1: E_tot -15561.828 eV. Number 2: E_tot -7383.661 eV. Number 3: E_tot -7381.299 eV. Number 4: E_tot -7383.264 eV. Number 5: E_tot -7384.291 eV. Number 6: E_tot -7383.861 eV. Number 7: E_tot -7388.009 eV. Number 8: E_tot -7383.444 eV. Number 9: E_tot -7380.506 eV. Number 10: E_tot -7378.605 eV.